C21H35BO2P2Sn | ωB97M-V with the def2-TZVPD basis set

```
62
C21H35BO2P2Sn | OMol25 | ωB97M-V with the def2-TZVPD basis set
P 0.080 -1.783 -5.048
P 0.446 2.060 -4.423
C 0.168 -0.306 -6.093
C 1.103 0.817 -5.626
H -0.890 0.016 -6.173
H 0.484 -0.632 -7.101
H 2.074 0.461 -5.245
H 1.341 1.441 -6.501
C -0.178 3.338 -5.603
H -0.455 4.235 -5.034
H -1.053 3.002 -6.184
H 0.635 3.594 -6.297
C 1.740 2.940 -3.526
H 2.166 3.702 -4.190
H 2.558 2.283 -3.199
H 1.319 3.448 -2.653
C -0.897 -2.989 -5.995
H -1.046 -3.903 -5.402
H -0.364 -3.242 -6.920
H -1.892 -2.589 -6.246
C 1.780 -2.360 -5.011
H 2.491 -1.525 -4.974
H 1.953 -2.908 -5.951
H 1.961 -3.033 -4.167
Sn 2.815 0.563 -1.115
C -1.417 1.507 -3.785
C -2.082 0.864 -4.896
C -3.342 0.126 -4.760
C -3.473 -0.787 -3.482
C -2.430 -1.772 -3.321
C -0.978 -1.674 -3.492
C -0.234 -0.524 -2.731
C -1.098 0.707 -2.462
C 2.687 -1.369 -0.132
H -1.821 2.508 -3.536
H -2.053 1.444 -5.818
H -3.480 -0.504 -5.654
H -4.160 0.857 -4.744
H -3.639 -0.108 -2.632
H -4.414 -1.360 -3.583
H -2.753 -2.725 -2.895
H -0.617 -2.633 -3.032
H 0.661 -0.199 -3.308
H 0.189 -0.946 -1.805
H -2.015 0.375 -1.960
H -0.565 1.305 -1.702
H 3.699 -1.771 0.003
H 2.098 -1.987 -0.822
H 2.158 -1.232 0.824
O 0.613 0.500 1.346
B 1.771 1.229 0.882
O 2.138 2.149 1.897
C 1.383 1.830 3.006
C 1.382 2.388 4.264
C 0.398 1.942 5.175
C -0.490 0.919 4.817
C -0.455 0.313 3.549
C 0.469 0.824 2.660
H 2.126 3.145 4.511
H 0.374 2.409 6.170
H -1.217 0.580 5.560
H -1.121 -0.515 3.273
```

- gap between HOMO and LUMO (spin up / spin down) (eV) = 3.7 / 3.7
- max |F| (Eh/bohr) = 0.056
- energy relative to the best compared isomer or geometry (same formula, charge and spin) (kJ/mol) = 402.4
- E_tot (eV) = -51517.938
- E_HOMO (spin up / spin down) (eV) = -4.7 / -4.7

Here are the Mulliken charges for atoms 1 to 6, given in e:
1 P 1.179
2 P 1.028
3 C -1.005
4 C -1.041
5 H 0.211
6 H 0.666